10
Properties=species:S:1:pos:R:3:lowdin_charge:R:1 method="wB97M-V/def2-TZVPD" charge=0 homo_lumo_gap_ev=9.9014 fmax_ev_per_a=1.6 lumo_ev=0.9 energy_ev=-5254.7232 spin_multiplicity=1 smiles="C=C(C)O"
C -1.098 -0.729 0.527 0.041
C -0.041 -0.142 -0.002 -0.467
O 0.039 -0.004 -1.367 0.008
C 0.881 0.748 0.818 -0.042
H -1.402 -0.519 1.539 0.060
H -1.752 -1.282 -0.136 0.065
H 0.946 -0.071 -1.701 0.107
H 1.822 0.274 1.117 0.077
H 1.308 1.514 0.160 0.076
H 0.300 1.131 1.649 0.076



9
Properties=species:S:1:pos:R:3:lowdin_charge:R:1 method="wB97M-V/def2-TZVPD" charge=0 homo_lumo_gap_ev=9.3484 fmax_ev_per_a=5.3 lumo_ev=0.3 energy_ev=-75716.2697 spin_multiplicity=1
C 2.676 0.905 0.492 -0.836
C 0.537 -0.921 0.539 -0.229
N 0.887 0.265 -0.214 -0.061
O 2.678 1.879 1.130 0.049
Br 3.948 -0.230 -0.074 0.850
H 1.094 -1.709 0.251 0.009
H 0.700 -0.861 1.625 0.073
H -0.566 -1.110 0.408 0.097
H 0.484 1.162 0.087 0.048